1.
DFT (ωB97M-V with the def2-TZVPD basis set) results for a 4-piece molecular cluster, C27H58NO11P overall.

ΔE to the lowest compared entry with this formula, charge and spin	11.871	eV
frontier orbital gap	9.3	eV
SMILES	CCOCCO[PH3]c1cccnc1.COCCOCCOC.COCCOCCOC.COCCOCCOC
electronic energy	-2286.895733	Eh
LUMO	0.0064	Eh

Structure (XYZ):
```
98
C27H58NO11P (ωB97M-V with the def2-TZVPD basis set)
C 2.90301 2.36697 2.83137
C 2.97158 3.50835 1.69084
O 1.67828 3.76339 1.06241
C 1.30053 2.60758 0.23529
C 0.80593 3.08567 -1.21286
O 0.29101 2.02244 -2.05277
P 1.46496 0.75333 -2.23866
C 2.84391 -0.55646 -2.20609
C 2.96920 -1.48089 -0.94692
C 4.15309 -2.51317 -0.94696
C 5.07870 -2.50271 -2.18290
N 4.97401 -1.69478 -3.35256
C 3.89405 -0.76720 -3.32472
H 1.90345 2.42894 3.39413
H 2.97965 1.30901 2.40908
H 3.74054 2.56354 3.59570
H 3.79246 3.26762 0.91102
H 3.34481 4.46744 2.21699
H 2.25534 1.95206 0.20634
H 0.49849 2.00505 0.79809
H 1.62092 3.72298 -1.71560
H -0.07838 3.80789 -1.02407
H 2.50050 1.76791 -2.11268
H 0.85570 0.07621 -1.13478
H 1.02933 0.41435 -3.55490
H 2.22821 -1.39592 -0.06887
H 4.32352 -3.19533 -0.05404
H 5.96267 -3.24128 -2.15358
H 3.79328 -0.07750 -4.24335
C -2.08555 3.59392 2.39421
O -2.42765 2.75810 3.48430
C -3.81291 2.84429 3.80987
C -4.23788 1.63330 4.63135
O -4.50046 0.48095 3.82824
C -3.35039 -0.18301 3.30186
C -2.58762 -0.97832 4.35482
O -1.73073 -0.12006 5.10109
C -1.30130 -0.71615 6.31086
H -2.31358 4.63937 2.62114
H -1.01388 3.49475 2.21279
H -2.61971 3.27629 1.49203
H -4.41728 2.90039 2.89759
H -3.95942 3.75704 4.39995
H -5.18962 1.87024 5.11506
H -3.52350 1.40639 5.42499
H -2.70316 0.51407 2.76610
H -3.74011 -0.88900 2.56250
H -1.95901 -1.72943 3.86194
H -3.29854 -1.47879 5.02372
H -2.16011 -0.91205 6.96134
H -0.63712 -0.01548 6.81855
H -0.75398 -1.64350 6.11622
C -3.29621 8.15082 -5.93521
O -3.56105 6.82864 -5.50612
C -4.09780 6.02471 -6.55430
C -3.93216 4.54622 -6.22392
O -2.62426 4.05341 -6.51928
C -1.59322 4.45039 -5.61287
C -1.66406 3.72398 -4.27495
O -2.62690 4.34108 -3.42536
C -3.00491 3.50130 -2.34983
H -4.21051 8.63203 -6.29474
H -2.90914 8.71317 -5.08422
H -2.53509 8.14840 -6.72265
H -3.59592 6.24812 -7.50240
H -5.16474 6.26297 -6.64246
H -4.60687 3.97810 -6.87049
H -4.21390 4.32342 -5.19303
H -1.57218 5.53492 -5.49000
H -0.65645 4.16656 -6.10175
H -0.69188 3.78386 -3.77369
H -1.92501 2.67158 -4.44122
H -3.48658 2.59426 -2.72995
H -3.72494 4.04147 -1.73313
H -2.13876 3.24044 -1.73509
C 1.64403 -6.31933 4.43343
O 2.33164 -6.96207 3.37671
C 2.15819 -8.37724 3.40981
C 2.48978 -8.98219 2.05093
O 1.41409 -8.87482 1.11691
C 1.19611 -7.57315 0.57020
C 2.24894 -7.17496 -0.45728
O 3.41874 -6.68874 0.19351
C 4.54011 -6.66955 -0.67000
H 1.99952 -6.68001 5.40308
H 1.83476 -5.24753 4.36079
H 0.56556 -6.48537 4.34018
H 1.12750 -8.62953 3.68300
H 2.84359 -8.77822 4.16625
H 2.64592 -10.05581 2.18828
H 3.41395 -8.57499 1.63645
H 1.09041 -6.82644 1.35946
H 0.23130 -7.63481 0.05820
H 1.85844 -6.36715 -1.08723
H 2.49631 -8.04029 -1.08437
H 4.78518 -7.68641 -0.99390
H 5.39075 -6.27032 -0.11552
H 4.35249 -6.02970 -1.53773
```

Mulliken population analysis, charges in e, atoms 1 to 6: -0.751, -0.258, -0.419, -0.041, -0.679, -0.101


2.
DFT (ωB97M-V with the def2-TZVPD basis set) results for C42H47F12N4O7PS3SbTeYb as an isolated structure.

ΔE to the lowest compared entry with this formula, charge and spin	0.000	eV
frontier orbital gap (spin up / spin down)	5.5 / 4.7	eV
<S²>	0.75
2S+1	2
electronic energy	-6775.794533	Eh
LUMO (spin up / spin down)	-0.0574 / -0.0892	Eh

Structure (XYZ):
```
119
C42H47F12N4O7PS3SbTeYb (ωB97M-V with the def2-TZVPD basis set)
Yb 1.93002 -0.96834 0.13645
F 2.64947 -5.26803 3.11621
C 2.80657 -4.16099 3.85659
F 3.25634 -4.42326 5.09098
F 1.54527 -3.57485 3.99981
S 3.78311 -2.84882 2.86816
O 3.08861 -2.77794 1.56913
O 5.17580 -3.20490 3.02939
N 3.50934 -1.56623 3.70311
S 2.44940 -0.42746 3.61730
O 2.13760 -0.03943 2.22103
O 1.32969 -0.45424 4.50746
C 3.59266 0.94017 4.16763
F 4.62357 0.98522 3.27322
F 2.88811 2.06303 4.10738
F 4.09182 0.72862 5.40677
C -5.91305 -2.04990 -3.09314
C -4.61077 -2.29392 -2.38820
C -4.60209 -2.78473 -1.09533
C -3.42832 -3.04479 -0.38584
C -2.23629 -2.87892 -1.05545
C -2.20064 -2.49079 -2.38136
C -3.35799 -2.12852 -3.03180
S -0.67253 -3.07737 -0.18878
O 0.43477 -2.66895 -1.06977
O -0.77760 -4.48241 0.18929
N -0.52303 -1.95771 0.99011
C -1.20676 -2.12009 2.16334
C -1.25466 -3.38093 2.83010
C -1.83580 -3.43333 4.06897
C -2.42954 -2.28562 4.61497
C -2.39755 -1.11931 3.84905
N -1.77266 -1.02683 2.67969
H -6.30551 -2.96558 -3.55005
H -5.84614 -1.32424 -3.90358
H -6.63228 -1.71469 -2.37096
H -5.56156 -2.94777 -0.56486
H -3.45494 -3.36016 0.66753
H -1.24063 -2.38543 -2.88124
H -3.33467 -1.74377 -4.05095
H -0.70766 -4.20060 2.34469
H -1.79873 -4.36260 4.66045
H -2.94879 -2.26866 5.56984
H -2.75699 -0.16939 4.17191
C 4.44191 -5.31845 -0.54317
Sb 2.29353 -5.57195 -0.44388
C 1.78842 -5.95734 -2.57267
C 1.92581 -7.52001 0.54608
H 4.65638 -4.90927 -1.55222
H 4.90221 -6.31381 -0.32401
H 4.70500 -4.58714 0.25409
H 2.39655 -6.82783 -2.88979
H 2.00364 -5.03439 -3.10809
H 0.73439 -6.23777 -2.62526
H 2.84484 -8.13498 0.58738
H 1.19617 -8.01716 -0.10266
H 1.54491 -7.31622 1.55555
F 3.99647 -0.28125 0.44390
P 4.85612 -0.59459 -1.01702
F 3.53849 -1.69196 -1.30980
F 5.57043 -0.92645 -2.39306
F 5.92525 0.47898 -0.60150
F 3.95347 0.55122 -1.71161
F 5.58435 -1.80948 -0.28892
C -6.34845 4.24303 2.28329
C -4.92560 3.72257 1.99754
C -3.78898 4.22739 2.64414
C -2.47581 3.80136 2.31178
C -1.26700 4.28928 3.10060
C -2.35451 2.90958 1.23033
Te -0.33226 2.38565 0.35276
N 0.54162 1.21214 -1.12111
C -0.14075 1.45516 -2.26704
O -0.97388 2.37716 -2.37933
C 0.22948 0.61627 -3.45383
C -0.52894 0.59917 -4.64215
C 0.00633 0.01116 -5.79755
C 1.31391 -0.44536 -5.86404
C 2.01709 -0.55933 -4.65459
C 1.46516 -0.02794 -3.46747
C 0.65571 4.27092 -0.32356
C -0.07804 5.26567 -1.02834
C -1.58641 5.28230 -1.08199
C 0.63878 6.31942 -1.66129
C 2.02169 6.47384 -1.55594
C 2.80077 7.58517 -2.21715
C 2.69931 5.48311 -0.79260
C 2.06028 4.40456 -0.20130
C 2.77286 3.32657 0.57973
C -3.45225 2.24173 0.70893
C -3.21654 1.10212 -0.28037
C -4.74002 2.67180 1.09144
H -6.54470 4.18426 3.36070
H -7.07473 3.60857 1.77909
H -6.50285 5.30822 1.96310
H -3.88688 5.04740 3.37255
H -1.53079 4.52613 4.13225
H -0.76479 5.16483 2.69368
H -0.44308 3.51822 3.13252
H -1.50916 1.09223 -4.64854
H -0.63578 0.01649 -6.69046
H 1.80928 -0.72904 -6.79256
H 2.99706 -1.02323 -4.55401
H 2.08440 -0.00770 -2.57203
H -1.99541 4.42620 -1.68609
H -1.93805 6.23954 -1.52965
H -2.00686 5.21933 -0.05566
H 0.07927 6.97211 -2.29211
H 2.19773 8.25271 -2.87962
H 3.58466 7.17403 -2.85426
H 3.28107 8.20180 -1.45353
H 3.75045 5.56678 -0.63824
H 3.83992 3.54509 0.64493
H 2.65606 2.32585 0.07808
H 2.35873 3.23683 1.58499
H -2.95930 0.15681 0.26273
H -2.45495 1.29040 -1.05506
H -4.18688 0.95849 -0.78826
H -5.56119 2.16741 0.61195
```

Mulliken population analysis, charges in e, atoms 1 to 6: 1.313, -0.222, 0.601, -0.209, -0.214, 1.092


3.
DFT (ωB97M-V with the def2-TZVPD basis set) results for a 2-piece molecular cluster, C2H2Cl3NO2 overall.

ΔE to the lowest compared entry with this formula, charge and spin	6.403	eV
frontier orbital gap	8.0	eV
electronic energy	-1662.994980	Eh
LUMO	-0.0209	Eh

Structure (XYZ):
```
10
C2H2Cl3NO2 (ωB97M-V with the def2-TZVPD basis set)
C -0.45932 -0.73835 0.22409
C -1.63356 -0.03755 -0.01404
N 0.53134 -1.26638 0.49272
O 2.33978 0.37633 0.10960
O 1.49692 1.46415 -0.27442
Cl -2.83843 -1.38178 -0.20940
Cl -2.15474 1.09523 1.30666
Cl -1.46673 0.81967 -1.56075
H 1.68395 -0.30814 0.73212
H 2.50080 -0.02318 -0.80658
```

Mulliken population analysis, charges in e, atoms 1 to 6: 0.021, 0.669, -0.497, -0.300, -0.585, -0.112


4.
DFT (ωB97M-V with the def2-TZVPD basis set) results for one molecule with the formula C4H8O2.

ΔE to the lowest compared entry with this formula, charge and spin	0.802	eV
frontier orbital gap	11.1	eV
SMILES	CCC(=O)CO
electronic energy	-307.682975	Eh
LUMO	0.0298	Eh

Structure (XYZ):
```
14
C4H8O2 (ωB97M-V with the def2-TZVPD basis set)
C -1.94095 0.24500 -0.43301
C -0.85395 -0.50735 0.33737
C 0.43211 0.28728 0.34810
O 0.46542 1.46442 0.65294
C 1.72124 -0.40140 -0.04999
O 2.77264 0.50595 -0.12788
H -2.06141 1.24894 -0.01777
H -2.89988 -0.27738 -0.37644
H -1.66967 0.34639 -1.48934
H -0.68057 -1.50493 -0.08371
H -1.16216 -0.64794 1.38099
H 1.92039 -1.19413 0.69094
H 1.56296 -0.91388 -1.01045
H 2.39383 1.34903 0.17825
```

Mulliken population analysis, charges in e, atoms 1 to 6: -1.122, -0.317, 0.672, -0.627, -0.509, -0.535


5.
DFT (ωB97M-V with the def2-TZVPD basis set) results for C14H21F5GdIOP2 as an isolated structure.

ΔE to the lowest compared entry with this formula, charge and spin	5.193	eV
net charge	+2
frontier orbital gap (spin up / spin down)	5.9 / 3.9	eV
<S²>	15.84
2S+1	8
electronic energy	-2865.841819	Eh
LUMO (spin up / spin down)	-0.2614 / -0.3991	Eh

Structure (XYZ):
```
45
C14H21F5GdIOP2 (ωB97M-V with the def2-TZVPD basis set)
C -0.17864 -0.01348 -5.56191
I -0.52096 0.05381 -3.41756
H 0.88413 0.09207 -5.77409
H -0.74373 0.80624 -6.01412
H -0.54850 -0.96931 -5.93321
Gd -0.02787 0.06143 0.78836
P 0.13076 2.61442 -0.30064
C -1.38397 3.55263 -0.64729
C 0.85496 3.37811 1.18476
H 0.96283 4.46189 1.04945
H 1.39951 4.25274 -1.63059
H 1.84962 2.94317 1.36520
H 2.24726 2.69781 -1.38635
H -2.13575 3.32027 0.12434
H 0.24371 3.18997 2.08358
C 1.27630 3.15852 -1.58797
H -1.20447 4.64383 -0.67149
H 0.91572 2.79042 -2.55388
H -1.78159 3.21909 -1.61874
P 0.16200 -2.61288 0.07909
C -1.33510 -3.61855 -0.11608
C 1.32419 -3.33882 -1.10048
H 1.88345 -2.67174 1.78111
H 1.01263 -4.23062 1.68982
H 0.28020 -2.82854 2.52974
C 0.89353 -3.13921 1.66673
H 2.28464 -2.83234 -0.97306
H 1.46446 -4.42288 -0.96920
H -1.13548 -4.69798 0.01538
H -1.74232 -3.43588 -1.12290
H 0.95870 -3.13809 -2.11227
H -2.08911 -3.28889 0.61601
C -2.05363 -0.01961 -0.22262
O -3.09580 -0.07221 -0.77187
F -1.96678 -2.22079 2.69262
C -2.08127 -0.96667 3.24841
C -1.65677 0.17835 2.54416
C -2.09390 1.40894 3.07554
F -1.99038 2.57055 2.34397
C -2.75229 1.52863 4.29329
F -3.14214 2.71898 4.82259
C -3.06578 0.34656 4.95676
F -3.73395 0.42684 6.10776
C -2.73830 -0.91558 4.47156
F -3.11454 -2.02058 5.16897
```

Mulliken population analysis, charges in e, atoms 1 to 6: -0.791, 0.051, 0.298, 0.276, 0.280, 0.748


Copy entry 5 word for word.
DFT (ωB97M-V with the def2-TZVPD basis set) results for C14H21F5GdIOP2 as an isolated structure.

ΔE to the lowest compared entry with this formula, charge and spin	5.193	eV
net charge	+2
frontier orbital gap (spin up / spin down)	5.9 / 3.9	eV
<S²>	15.84
2S+1	8
electronic energy	-2865.841819	Eh
LUMO (spin up / spin down)	-0.2614 / -0.3991	Eh

Structure (XYZ):
```
45
C14H21F5GdIOP2 (ωB97M-V with the def2-TZVPD basis set)
C -0.17864 -0.01348 -5.56191
I -0.52096 0.05381 -3.41756
H 0.88413 0.09207 -5.77409
H -0.74373 0.80624 -6.01412
H -0.54850 -0.96931 -5.93321
Gd -0.02787 0.06143 0.78836
P 0.13076 2.61442 -0.30064
C -1.38397 3.55263 -0.64729
C 0.85496 3.37811 1.18476
H 0.96283 4.46189 1.04945
H 1.39951 4.25274 -1.63059
H 1.84962 2.94317 1.36520
H 2.24726 2.69781 -1.38635
H -2.13575 3.32027 0.12434
H 0.24371 3.18997 2.08358
C 1.27630 3.15852 -1.58797
H -1.20447 4.64383 -0.67149
H 0.91572 2.79042 -2.55388
H -1.78159 3.21909 -1.61874
P 0.16200 -2.61288 0.07909
C -1.33510 -3.61855 -0.11608
C 1.32419 -3.33882 -1.10048
H 1.88345 -2.67174 1.78111
H 1.01263 -4.23062 1.68982
H 0.28020 -2.82854 2.52974
C 0.89353 -3.13921 1.66673
H 2.28464 -2.83234 -0.97306
H 1.46446 -4.42288 -0.96920
H -1.13548 -4.69798 0.01538
H -1.74232 -3.43588 -1.12290
H 0.95870 -3.13809 -2.11227
H -2.08911 -3.28889 0.61601
C -2.05363 -0.01961 -0.22262
O -3.09580 -0.07221 -0.77187
F -1.96678 -2.22079 2.69262
C -2.08127 -0.96667 3.24841
C -1.65677 0.17835 2.54416
C -2.09390 1.40894 3.07554
F -1.99038 2.57055 2.34397
C -2.75229 1.52863 4.29329
F -3.14214 2.71898 4.82259
C -3.06578 0.34656 4.95676
F -3.73395 0.42684 6.10776
C -2.73830 -0.91558 4.47156
F -3.11454 -2.02058 5.16897
```

Mulliken population analysis, charges in e, atoms 1 to 6: -0.791, 0.051, 0.298, 0.276, 0.280, 0.748


Which of these has the lowest ΔE to the lowest compared entry with this formula, charge and spin? C42H47F12N4O7PS3SbTeYb


Which of these has the highest electronic energy? C4H8O2


Number 2 is which compound? C42H47F12N4O7PS3SbTeYb